## P
{
  "formula": "C24H27N3O5",
  "method": "the ωB97M-V functional and the def2-TZVPD basis",
  "smiles": "COc1cc(C(=O)Nc2ccc(N3CCOCC3)cc2)ccc1OCc1c(C)noc1C",
  "lumo_energy_ev": 0.551,
  "spin_multiplicity": 1,
  "gap_ha": 0.321,
  "molar_mass_da": 437.496,
  "elements": ["C", "O", "C", "C", "C", "C", "O", "N", "C", "C", "C", "C", "N", "C", "C", "O", "C", "C", "C", "C", "C", "C", "C", "O", "C", "C", "C", "C", "N", "O", "C", "C", "H", "H", "H", "H", "H", "H", "H", "H", "H", "H", "H", "H", "H", "H", "H", "H", "H", "H", "H", "H", "H", "H", "H", "H", "H", "H", "H"],
  "xyz": [[1.184, 1.388, -3.430], [1.984, 0.485, -2.827], [2.337, 0.664, -1.579], [2.100, 1.723, -1.058], [2.523, 2.024, 0.428], [2.231, 3.380, 1.159], [3.217, 4.121, 1.520], [1.006, 3.872, 1.076], [-0.166, 2.919, 0.821], [-1.251, 3.521, 0.390], [-2.447, 2.597, 0.208], [-2.506, 1.326, 0.667], [-3.784, 0.825, 0.691], [-4.382, 0.631, -0.455], [-4.233, -0.575, -1.432], [-4.462, -1.662, -0.815], [-3.431, -1.827, 0.431], [-3.794, -0.649, 1.363], [-1.271, 1.063, 1.274], [-0.144, 1.630, 1.212], [3.237, 1.000, 1.163], [3.483, -0.076, 0.250], [2.925, -0.309, -0.981], [3.117, -1.574, -1.559], [2.994, -2.502, -0.738], [1.780, -2.623, 0.075], [1.779, -3.136, 1.676], [2.996, -3.795, 2.431], [0.639, -2.953, 1.907], [-0.111, -2.356, 1.076], [0.624, -2.495, -0.194], [-0.103, -1.791, -1.391], [1.040, 0.931, -4.479], [0.128, 1.687, -2.950], [1.783, 2.371, -3.656], [1.492, 2.629, -1.449], [0.862, 4.806, 1.645], [-1.163, 4.444, 0.160], [-3.239, 3.100, -0.092], [-4.406, 1.678, -0.960], [-5.334, 0.745, -0.437], [-4.829, -0.725, -2.314], [-3.058, -0.435, -1.837], [-3.999, -2.618, 1.004], [-2.491, -1.752, 0.149], [-3.135, -0.705, 2.261], [-4.906, -0.472, 1.509], [-1.307, -0.116, 1.602], [0.696, 1.207, 2.116], [3.779, 1.468, 1.944], [4.070, -1.054, 0.877], [2.980, -3.348, -1.725], [4.070, -2.803, -0.202], [3.334, -4.588, 2.008], [3.862, -2.787, 2.394], [2.559, -3.815, 3.490], [-0.591, -0.705, -0.938], [-0.872, -2.334, -1.549], [0.606, -1.654, -1.931]],
  "mulliken_charge": [-0.87, -0.43, 0.42, 0.07, -0.17, 0.02, -0.71, -0.07, 0.25, -1.60, -0.82, 1.00, -0.21, -1.20, -0.15, -0.47, 0.45, -0.93, 0.48, -0.34, -1.02, 0.19, 0.58, -0.29, -0.75, 0.46, 0.57, -1.21, -0.83, 0.17, 0.64, -2.54, 0.24, 0.23, 0.37, 0.36, 0.33, 0.82, 0.74, 0.39, 0.69, 0.46, -0.09, 0.35, -0.44, 0.52, 0.48, -0.34, 0.08, 0.60, 0.02, 0.18, 0.38, 0.43, 0.18, 0.35, 0.02, 0.80, 1.14]
}

***

## Q
{
  "formula": "C24H27N3O5",
  "method": "the ωB97M-V functional and the def2-TZVPD basis",
  "smiles": "COc1ccc2[nH]c(=O)c(CN(C[C@@H]3CCCO3)C(=O)Nc3ccccc3OC)cc2c1",
  "lumo_energy_ev": 0.114,
  "spin_multiplicity": 1,
  "gap_ha": 0.283,
  "molar_mass_da": 437.496,
  "elements": ["C", "O", "C", "C", "C", "C", "N", "C", "O", "C", "C", "N", "C", "C", "C", "C", "C", "O", "C", "O", "N", "C", "C", "C", "C", "C", "C", "O", "C", "C", "C", "C", "H", "H", "H", "H", "H", "H", "H", "H", "H", "H", "H", "H", "H", "H", "H", "H", "H", "H", "H", "H", "H", "H", "H", "H", "H", "H", "H"],
  "xyz": [[6.000, -1.204, 4.108], [6.113, -1.608, 2.764], [4.999, -1.582, 1.985], [5.192, -1.976, 0.650], [4.148, -1.986, -0.240], [2.871, -1.603, 0.178], [1.808, -1.589, -0.686], [0.528, -1.201, -0.375], [-0.335, -1.214, -1.243], [0.316, -0.813, 1.013], [-1.071, -0.373, 1.396], [-1.364, 0.983, 0.972], [-0.883, 2.054, 1.822], [0.335, 2.820, 1.273], [0.131, 3.367, -0.149], [0.937, 2.394, -1.006], [2.075, 2.050, -0.049], [1.488, 1.980, 1.235], [-2.391, 1.298, 0.097], [-2.910, 2.401, 0.121], [-2.728, 0.298, -0.764], [-3.805, 0.274, -1.649], [-4.656, 1.343, -1.880], [-5.704, 1.226, -2.780], [-5.908, 0.043, -3.459], [-5.072, -1.042, -3.233], [-4.030, -0.943, -2.329], [-3.174, -1.964, -2.007], [-3.222, -3.143, -2.765], [1.342, -0.828, 1.893], [2.662, -1.214, 1.512], [3.738, -1.208, 2.408], [5.320, -1.854, 4.667], [5.661, -0.166, 4.187], [7.002, -1.288, 4.526], [6.185, -2.265, 0.346], [4.308, -2.286, -1.265], [1.963, -1.865, -1.649], [-1.803, -1.053, 0.953], [-1.171, -0.428, 2.488], [-0.616, 1.643, 2.798], [-1.695, 2.778, 1.944], [0.532, 3.638, 1.983], [0.552, 4.371, -0.226], [-0.920, 3.407, -0.414], [0.348, 1.505, -1.231], [1.292, 2.834, -1.935], [2.840, 2.841, -0.064], [2.559, 1.093, -0.252], [-2.057, -0.454, -0.923], [-4.488, 2.266, -1.352], [-6.356, 2.070, -2.949], [-6.718, -0.052, -4.167], [-5.252, -1.965, -3.764], [-3.089, -2.941, -3.833], [-2.394, -3.753, -2.409], [-4.163, -3.684, -2.613], [1.179, -0.532, 2.919], [3.550, -0.897, 3.422]],
  "mulliken_charge": [-0.80, -0.46, 0.56, -0.74, -0.92, -0.53, 0.18, -0.06, -0.80, 1.34, -2.24, 0.53, -1.79, 0.45, -0.94, -0.14, -0.46, -0.43, 0.49, -0.73, 0.34, -0.02, -0.55, -0.79, -0.69, -0.46, 0.94, -0.32, -1.01, -0.42, 1.04, -0.31, 0.31, 0.33, 0.24, 0.46, 0.42, 0.23, 0.53, 0.49, 0.41, 0.58, 0.40, 0.36, 0.30, -0.15, 0.52, 0.40, 0.14, 0.24, 0.51, 0.38, 0.38, 0.39, 0.42, 0.24, 0.35, 0.38, 0.48]
}

***

## R
{
  "formula": "C24H27N3O5",
  "method": "the ωB97M-V functional and the def2-TZVPD basis",
  "smiles": "CCN(CC)CCCN1C(=O)C(=O)/C(=C(/O)c2ccc3c(c2)OCO3)[C@H]1c1ccccn1",
  "lumo_energy_ev": -0.235,
  "spin_multiplicity": 1,
  "gap_ha": 0.293,
  "molar_mass_da": 437.496,
  "elements": ["C", "C", "N", "C", "C", "C", "C", "C", "N", "C", "O", "C", "O", "C", "C", "O", "C", "C", "C", "C", "C", "C", "O", "C", "O", "C", "C", "C", "C", "C", "C", "N", "H", "H", "H", "H", "H", "H", "H", "H", "H", "H", "H", "H", "H", "H", "H", "H", "H", "H", "H", "H", "H", "H", "H", "H", "H", "H", "H"],
  "xyz": [[1.163, 4.931, 3.108], [0.039, 4.154, 2.425], [-0.337, 2.972, 3.192], [-1.689, 3.028, 3.715], [-1.817, 4.069, 4.823], [-0.027, 1.727, 2.519], [1.484, 1.500, 2.450], [1.836, 0.091, 1.969], [1.354, -0.160, 0.631], [1.916, 0.386, -0.469], [2.879, 1.122, -0.482], [1.110, -0.103, -1.673], [1.310, 0.211, -2.825], [0.072, -0.965, -1.125], [-0.968, -1.537, -1.777], [-1.923, -2.151, -1.047], [-1.141, -1.518, -3.236], [-2.383, -1.176, -3.764], [-2.613, -1.144, -5.136], [-1.562, -1.489, -5.951], [-0.318, -1.857, -5.425], [-0.079, -1.880, -4.077], [0.524, -2.180, -6.449], [-0.199, -1.948, -7.638], [-1.518, -1.558, -7.311], [0.241, -1.046, 0.371], [0.562, -2.455, 0.825], [1.554, -3.198, 0.191], [1.820, -4.474, 0.656], [1.091, -4.959, 1.732], [0.133, -4.133, 2.298], [-0.125, -2.913, 1.860], [2.051, 4.312, 3.197], [1.410, 5.816, 2.527], [0.858, 5.237, 4.104], [-0.828, 4.813, 2.301], [0.365, 3.864, 1.419], [-1.926, 2.048, 4.136], [-2.432, 3.241, 2.923], [-1.074, 3.876, 5.592], [-1.669, 5.074, 4.440], [-2.808, 4.013, 5.268], [-0.452, 1.693, 1.498], [-0.471, 0.911, 3.096], [1.947, 2.217, 1.773], [1.903, 1.646, 3.446], [2.926, -0.017, 1.963], [1.403, -0.664, 2.629], [-2.607, -2.513, -1.626], [-3.183, -0.881, -3.100], [-3.568, -0.859, -5.544], [0.880, -2.165, -3.683], [-0.227, -2.870, -8.240], [0.288, -1.148, -8.219], [-0.659, -0.723, 0.909], [2.099, -2.778, -0.640], [2.582, -5.080, 0.188], [1.266, -5.949, 2.123], [-0.459, -4.456, 3.144]],
  "mulliken_charge": [-1.20, -0.71, 0.42, -0.47, -1.28, -0.95, -0.70, -1.17, 0.53, -0.01, -0.69, 1.01, -0.67, -0.58, 1.42, -0.57, -0.20, -0.53, -1.18, 1.01, 0.88, -1.21, -0.49, -0.24, -0.47, 0.26, 0.46, -0.72, -0.58, -0.46, -0.34, -0.44, 0.25, 0.42, 0.28, 0.49, 0.37, 0.36, 0.34, 0.32, 0.28, 0.44, 0.36, 0.47, 0.38, 0.30, 0.36, 0.49, 0.45, 0.54, 0.43, 0.47, 0.24, 0.27, -0.04, 0.39, 0.42, 0.40, 0.42]
}

***

Stability ranking, top entry: Q; the second entry is 178.2 kJ/mol less favorable.

***

## P
{
  "formula": "C9H11NO2",
  "method": "the ωB97M-V functional and the def2-TZVPD basis",
  "smiles": "N[C@@H](Cc1ccccc1)C(=O)O",
  "lumo_energy_ev": 0.539,
  "spin_multiplicity": 1,
  "gap_ha": 0.339,
  "molar_mass_da": 165.192,
  "elements": ["N", "C", "C", "C", "C", "C", "C", "C", "C", "C", "O", "O", "H", "H", "H", "H", "H", "H", "H", "H", "H", "H", "H"],
  "xyz": [[3.136, 0.963, 0.314], [1.876, 0.207, 0.390], [0.618, 1.061, 0.061], [-0.729, 0.305, -0.029], [-1.724, 0.842, -0.938], [-3.011, 0.382, -0.915], [-3.375, -0.646, 0.023], [-2.371, -1.287, 0.737], [-1.064, -0.775, 0.636], [1.882, -1.129, -0.535], [0.952, -1.911, -0.677], [3.137, -1.277, -0.864], [3.348, 1.397, 1.213], [3.244, 1.766, -0.375], [1.805, -0.224, 1.410], [0.732, 1.658, -0.804], [0.604, 1.811, 0.845], [-1.517, 1.763, -1.676], [-3.806, 0.616, -1.529], [-4.438, -0.746, 0.034], [-2.481, -2.151, 1.411], [-0.404, -1.020, 1.409], [3.585, -1.606, -0.142]],
  "mulliken_charge": [-0.60, 0.18, -1.16, 0.81, -0.48, -0.68, -0.37, -0.84, 0.21, 0.44, -0.50, -0.46, 0.27, 0.24, 0.33, 0.47, 0.29, 0.09, 0.46, 0.37, 0.34, 0.29, 0.32]
}

***

## Q
{
  "formula": "C9H11NO2",
  "method": "the ωB97M-V functional and the def2-TZVPD basis",
  "lumo_energy_ev": 0.554,
  "spin_multiplicity": 1,
  "gap_ha": 0.338,
  "molar_mass_da": 165.192,
  "elements": ["C", "C", "C", "C", "C", "C", "C", "C", "C", "H", "H", "H", "H", "H", "H", "H", "H", "H", "H", "H", "N", "O", "O"],
  "xyz": [[3.294, 0.324, 0.000], [2.138, -0.591, -0.075], [-0.201, -0.360, 0.028], [-0.518, -1.719, -0.095], [-1.678, -2.324, -0.014], [-2.754, -1.520, 0.020], [-2.591, -0.146, -0.027], [-1.338, 0.332, 0.044], [-1.467, 2.047, -0.096], [3.433, 1.069, 1.044], [4.080, -0.037, -0.296], [2.946, 1.035, -0.383], [2.301, -1.040, -0.920], [2.314, -1.167, 0.840], [0.545, -2.412, -0.324], [-1.604, -3.287, 0.035], [-4.036, -1.939, -0.043], [-3.525, 0.299, 0.203], [-0.360, 3.744, 0.265], [0.895, 2.256, -0.093], [-0.253, 2.622, -0.151], [0.898, 0.258, 0.041], [-2.521, 2.559, -0.002]],
  "mulliken_charge": [-1.80, -0.45, 0.38, 0.09, -1.05, -0.06, -0.70, 0.65, 0.40, 0.23, 0.60, 0.49, 0.59, 0.39, -0.01, 0.60, 0.08, 0.36, 0.29, 0.34, -0.50, -0.36, -0.55]
}

***

## R
{
  "formula": "C9H11NO2",
  "method": "the ωB97M-V functional and the def2-TZVPD basis",
  "lumo_energy_ev": -0.743,
  "spin_multiplicity": 1,
  "gap_ha": 0.244,
  "molar_mass_da": 165.192,
  "elements": ["C", "C", "C", "C", "C", "C", "C", "C", "C", "N", "O", "O", "H", "H", "H", "H", "H", "H", "H", "H", "H", "H", "H"],
  "xyz": [[2.625, 0.014, -1.095], [2.656, 0.609, 0.201], [1.422, -0.111, -1.756], [1.510, 0.976, 0.839], [-0.705, -1.040, -1.092], [0.153, 0.267, -1.148], [0.228, 0.942, 0.213], [-0.871, 2.002, 0.602], [-1.750, -2.674, 0.568], [-0.866, -1.440, 0.208], [-1.190, -1.642, -2.053], [-0.614, -0.672, 1.246], [3.559, -0.253, -1.618], [3.511, 0.804, 0.867], [1.340, -0.795, -2.628], [1.550, 1.609, 1.706], [-0.587, 0.709, -1.900], [-0.347, 2.954, 0.477], [-1.216, 2.033, 1.644], [-1.699, 1.955, -0.036], [-2.051, -3.249, -0.348], [-1.156, -3.336, 1.106], [-2.658, -2.462, 1.075]],
  "mulliken_charge": [-0.52, -0.22, -0.71, -0.75, 0.24, 0.36, 1.14, -1.44, -0.99, 0.33, -0.70, -0.62, 0.35, 0.35, 0.39, 0.38, 0.24, 0.39, 0.33, 0.42, 0.35, 0.33, 0.33]
}

***

Stability ranking, top entry: P; the second entry is 243.3 kJ/mol less favorable.